(1)
An isolated molecule of C5H8S at a distorted geometry, computed with the ωB97M-V functional and the def2-TZVPD basis.

Geometry (Å):
1 C -2.8912 -0.1571 -0.0095
2 C -1.5125 -0.1166 0.2571
3 S -0.3859 -1.3132 -0.5403
4 C 1.1202 -0.4110 -0.2265
5 C 2.1426 -1.0855 0.3045
6 C 1.1111 1.1641 -0.4805
7 H -3.3231 -0.7552 -0.8269
8 H -3.6415 0.4150 0.6117
9 H -1.0284 0.3073 1.2260
10 H 1.9855 -2.1478 0.6678
11 H 3.1187 -0.6066 0.4897
12 H 1.9743 1.5352 0.1482
13 H 1.1479 1.4789 -1.5429
14 H 0.1824 1.6925 -0.0784

Kohn-Sham gap in eV: 9.3
ΔE to the lowest compared entry with this formula, charge and spin in kJ/mol: 180.5
SMILES: C=CSC(=C)C
LUMO energy in eV: 0.99
E in Ha: -593.419498
HOMO energy in eV: -8.316

***

(2)
A 2-piece molecular cluster, C5H6OS overall at a distorted geometry, computed with the ωB97M-V functional and the def2-TZVPD basis.

Geometry (Å):
1 C 0.6685 -0.4813 -1.3214
2 C -0.1573 0.0544 -0.1498
3 C 0.3543 -0.1414 1.2268
4 C -0.2285 0.7816 2.0734
5 C -1.1360 1.1022 -0.1123
6 H -0.5110 -2.2817 -1.8053
7 H 1.7561 -0.1662 -1.2218
8 H 0.3259 -0.1789 -2.4431
9 H 1.3115 -0.7887 1.4031
10 H 0.0886 0.7837 3.1355
11 H -1.6934 1.4331 -0.9605
12 O 0.6317 -1.8697 -1.2276
13 S -1.4105 1.7528 1.4029

Kohn-Sham gap in eV: 8.9
ΔE to the lowest compared entry with this formula, charge and spin in kJ/mol: 285.1
LUMO energy in eV: 0.16
E in Ha: -667.429537
HOMO energy in eV: -8.767

***

(3)
C5H7N3O5P2 as an isolated structure at a distorted geometry, computed with the ωB97M-V functional and the def2-TZVPD basis.

Geometry (Å):
1 C 1.5083 2.5917 -0.6033
2 C 0.5774 1.7081 -0.1744
3 C 2.5249 1.1903 0.6406
4 C 0.6530 -0.2895 1.1948
5 C -0.0927 -1.2423 0.1718
6 N 2.7864 2.2642 -0.1130
7 N -1.1740 -0.8854 -0.4155
8 N 1.2643 0.8108 0.5645
9 O 0.9723 -3.0764 -1.6015
10 O 1.1718 -3.4313 0.9844
11 O -1.7947 0.3225 -0.2000
12 O -1.1034 -3.6946 -0.2536
13 O -4.1746 2.1575 0.2837
14 P -3.8630 1.0955 -0.7602
15 P 0.4364 -2.9365 -0.2407
16 H 1.2273 3.4018 -1.3667
17 H -0.3851 1.4339 -0.5917
18 H 3.1592 0.8493 1.3860
19 H -0.0511 0.0391 1.8790
20 H 1.2679 -1.0772 1.7042
21 H -1.7199 -3.0114 -0.7683
22 H -3.1910 1.7801 -1.7202

Charge: -2
Kohn-Sham gap in eV: 7.6
ΔE to the lowest compared entry with this formula, charge and spin in kJ/mol: 50.8
LUMO energy in eV: 5.94
E in Ha: -1417.953135
HOMO energy in eV: -1.707

***

(4)
An isolated molecule of C8H11N at a distorted geometry, computed with the ωB97M-V functional and the def2-TZVPD basis.

Geometry (Å):
1 C 2.6077 -0.4597 -0.0419
2 C 1.2712 -1.1430 -0.0779
3 C -0.0095 -0.7916 -0.1096
4 C -1.2158 -1.6909 -0.0593
5 C -2.3159 -0.9551 -0.0743
6 C -2.0501 0.5018 -0.0873
7 C -0.5632 0.6356 -0.1201
8 C 0.0272 1.7721 0.6191
9 N 0.0234 1.8254 -0.8416
10 H 2.4662 0.6283 -0.1675
11 H 3.2198 -0.9180 -0.8321
12 H 3.1110 -0.6455 0.9556
13 H 1.4463 -2.1778 -0.0775
14 H -1.1666 -2.8001 -0.0175
15 H -3.3144 -1.3711 0.1381
16 H -2.3797 1.0039 0.8048
17 H -2.4215 0.9718 -1.0364
18 H 0.9958 1.6489 1.0356
19 H -0.6394 2.4578 1.1662
20 H 0.9075 1.5071 -1.1765

Kohn-Sham gap in eV: 9.3
ΔE to the lowest compared entry with this formula, charge and spin in kJ/mol: 101.1
SMILES: C/C=C1/C=CC[C@@]12CN2
LUMO energy in eV: 1.05
E in Ha: -366.099557
HOMO energy in eV: -8.238